(1)
68
Properties=species:S:1:pos:R:3 method="wB97M-V/def2-TZVPD" e_homo_ev=-7.3 homo_lumo_gap_ev=1.925 lumo_ev=-5.34
Hg 2.29427 1.55658 -2.34201
S 2.09453 -3.85075 -4.78923
F 2.21480 -4.19858 -7.41115
F 3.08426 -5.87183 -6.30281
F 4.07570 -3.90031 -6.55011
O 3.38826 5.52358 -0.91710
O 0.66513 -4.33233 -4.88635
O -4.31780 -2.53909 -0.27403
O 0.02314 2.97972 -5.45064
O 2.25816 -2.42307 -4.68127
O 2.82691 -4.46201 -3.66833
O 3.77251 -1.28742 0.72980
O -1.10469 2.96668 5.17762
O -1.18325 5.89602 -1.28366
O -3.31391 -0.31289 -3.97351
C 2.90904 -4.52821 -6.38370
C -1.34526 2.13168 6.33252
C 3.44292 -2.63354 2.64821
C -1.66899 2.88791 7.57680
C 0.69761 3.16909 -6.70635
C -3.10922 -4.50161 0.11476
C -2.50185 1.14186 5.99567
C -5.34581 -4.55958 -1.07454
C 4.27155 -1.54007 2.03679
C -4.51504 -3.83641 0.02229
C 4.04968 6.57102 -0.25575
C 4.20901 -0.31281 2.89135
B -0.79263 1.10350 -0.04879
H -0.28153 5.61020 -1.11994
H -2.07596 0.40829 5.31113
H -3.39987 1.61242 5.59539
H 1.02439 2.26959 -7.22808
H 1.64589 3.70657 -6.70274
H -1.12266 3.83103 7.56429
H -1.25841 0.63918 0.80660
H -4.84797 -4.39342 -2.02987
H -1.68327 5.20380 -1.72232
H -2.74735 0.53810 6.86935
H -0.49403 1.51034 6.61078
H 4.71822 -0.55996 3.82286
H 4.60855 7.18276 -0.96393
H 3.74697 -2.71991 3.69136
H -1.19384 2.41139 4.39961
H 3.18958 0.02619 3.07559
H -6.29572 -4.02505 -1.07955
H -3.64670 -0.63142 -3.13127
H -5.07656 -4.05220 0.93126
H -0.45802 0.31389 -0.70362
H -2.44492 0.09510 -3.96866
H -3.57429 -2.18395 0.21860
H -1.14630 2.30025 8.33148
H 3.66277 -2.14079 0.30400
H 3.48064 7.25774 0.37092
H -1.57399 6.14457 -0.44274
H 3.66883 -3.58383 2.16444
H -5.32251 -5.63671 -0.90911
H -1.44934 1.76041 -0.59784
H -3.10320 -5.56693 0.34530
H 4.87364 0.44598 2.47831
H -0.01038 1.79632 0.22010
H -2.69509 3.17647 7.80470
H 0.08307 3.82991 -7.31771
H 4.87345 6.29050 0.40061
H 5.33269 -1.78736 2.00636
H 2.38623 -2.39897 2.51972
H -2.48708 -4.50881 -0.78023
H -3.36277 -1.03073 -4.60907
H -2.62220 -3.97809 0.93746



(2)
18
Properties=species:S:1:pos:R:3 method="wB97M-V/def2-TZVPD" de_lowest_kcal_mol=142.5 e_homo_ev=-8.1 homo_lumo_gap_ev=8.230 lumo_ev=0.12
N -1.32634 -0.40166 -0.67743
N -3.21088 -0.38275 1.90078
C -0.16521 -0.56739 0.25524
C 1.16490 -0.71222 -0.11723
C 1.69950 0.21751 -1.06731
C 2.42346 1.55263 -0.50603
H -0.50448 0.42482 -0.54133
H -2.86577 -0.55308 0.94074
H 3.14874 1.10888 0.26141
H 2.30764 -0.26746 -1.75557
H 1.89739 -1.48944 0.13346
H 2.79573 2.00656 -1.39324
H -2.41267 -0.18875 2.47442
H -1.35839 -1.02075 -1.41344
H -3.96092 0.27166 1.94233
H 0.73831 0.67426 -1.89128
H -0.50923 -0.63007 1.21175
H 1.74835 2.21104 0.07923



(3)
105
Properties=species:S:1:pos:R:3 method="wB97M-V/def2-TZVPD" e_homo_ev=-9.6 homo_lumo_gap_ev=10.126 smiles="C#CCCC[C@](Cl)(O[C@](CCO)(CCCOC(C)=O)COCCOCC)[C@H](NCOO)[C@H](Cl)[C@@H](C)Cl.CCO.CCO.CCO" lumo_ev=0.48
Cl 1.79993 -4.77149 1.37488
Cl -2.31762 -3.76897 1.38997
Cl -0.83625 -0.78912 1.32785
O 2.11244 0.17032 2.62014
O 0.89047 -4.52144 -4.33349
O -5.04936 1.51999 2.01248
O 0.19955 -7.25874 4.45875
O -0.23011 -4.84689 -3.50046
O 1.61142 2.47493 -0.83491
O 2.39218 1.41877 4.44860
O -0.10243 -0.67361 -1.30741
O 3.08694 -1.03918 -3.79003
O 0.87810 5.15048 -2.49698
O 3.48537 8.21450 -0.93897
N -0.83670 -3.53006 -1.69905
C -0.81258 -1.42019 -0.35705
C -6.78407 0.45823 3.34023
C -0.35991 -2.90040 -0.45721
C 1.65877 4.87998 -1.35467
C 1.12345 3.75627 -0.45937
C -0.63374 -3.82028 0.74341
C 0.76183 4.04921 -3.37907
C 0.70700 1.49065 -0.38895
C -5.30268 0.54691 3.02438
C 0.43049 -3.67126 1.88671
C 0.16023 -4.48971 -2.17986
C 2.46929 9.21071 -1.02977
C 1.72759 0.36378 -2.33229
C 2.08309 3.59790 -4.04863
C -4.13245 1.34551 -1.91720
C 0.17230 -9.57744 3.74571
C -0.07763 -4.13752 3.26052
C 0.22078 1.55922 3.57017
C -2.30670 -1.34260 -0.88233
C -4.37742 0.05580 -1.18861
C -3.76166 2.35821 -2.45487
C 1.65407 9.04321 -2.29934
C 0.35904 -8.12735 3.33966
C 3.26897 0.24655 0.41630
C -3.14399 -0.21120 -0.24185
C 3.00188 0.92105 1.77598
C 1.73769 -0.89264 -3.26170
C 1.04300 0.06605 -0.94728
C 2.14565 -0.66232 -0.13217
C 1.65521 1.04507 3.58921
H -5.27704 0.15603 -0.57614
H 1.13386 1.11547 -2.86438
H 2.29284 9.12962 -3.18188
H 0.28495 -10.24296 2.88817
H -3.56924 -0.48861 0.72132
H 1.19434 8.05383 -2.33083
H 1.52562 -1.82058 -2.72021
H -3.34758 3.30558 -2.72035
H 0.02598 3.81791 -0.43831
H 0.83010 -2.66113 1.96056
H 0.58026 -4.57222 -5.24238
H 1.83399 9.10415 -0.15119
H -6.97794 -0.29461 4.10607
H 0.21675 2.65074 3.52356
H 4.15820 -0.38804 0.53357
H -0.77108 -3.40853 3.69087
H -2.81229 -2.30684 -0.82705
H 2.72390 4.71638 -1.57504
H 2.74755 0.71747 -2.20406
H 2.64251 1.94944 1.61827
H -4.93435 -0.40928 2.65266
H 2.93629 10.20081 -0.99815
H 1.47830 3.96190 0.56687
H -2.60095 0.73426 -0.21842
H 0.64581 1.47785 0.71171
H 0.18567 -5.39213 -1.56291
H 0.23875 3.19229 -2.92362
H 2.63676 -1.36036 -0.83091
H 4.05608 8.30909 -1.70606
H 1.98286 2.53908 -4.30972
H -0.62137 -5.08400 3.21416
H 1.35433 -7.97114 2.91081
H -0.81751 -9.72679 4.17879
H -7.16136 1.42048 3.69478
H 0.85903 -7.50148 5.11400
H 1.16321 -4.04529 -2.27159
H -5.36120 2.36821 2.33903
H 2.23687 4.20938 -4.94280
H 3.96654 1.03098 2.29103
H 0.09927 4.38783 -4.18587
H 0.86851 9.79829 -2.36361
H 0.90359 -9.86250 4.50608
H 3.58019 -1.40849 -3.05702
H 1.63249 5.79504 -0.74929
H 0.79645 -4.28301 3.90072
H 0.74528 -2.87871 -0.55857
H 1.11759 -0.75135 -4.14670
H -7.34943 0.20093 2.44366
H -0.85266 -2.83162 -2.43881
H -0.31379 1.20044 2.68442
H -0.38317 -7.83886 2.59561
H 2.96198 3.68353 -3.40602
H -0.32012 1.70913 -0.73801
H 1.77798 -1.28152 0.68964
H -0.49998 -4.84295 0.38229
H -2.25854 -1.07504 -1.94788
H -4.73239 0.80930 3.92188
H -4.48775 -0.73603 -1.93351
H -0.30960 1.19661 4.45388
H 3.57325 1.03111 -0.28450



(4)
64
Properties=species:S:1:pos:R:3 method="wB97M-V/def2-TZVPD" de_lowest_kcal_mol=40.4 e_homo_ev=-14.3 homo_lumo_gap_ev=7.731 lumo_ev=-6.60 charge=+2
Ga 0.51095 0.09537 -0.60915
S 1.03409 0.70701 1.76549
S -1.74041 0.46516 -1.16814
O -4.51990 -0.30231 3.27341
O 0.85455 -3.78037 0.31292
O 0.37309 -1.68640 -0.23301
O -3.80475 -4.98090 4.40594
O -3.37954 0.53287 1.64741
O -2.06081 -5.99937 3.63634
N 3.28078 0.06755 2.95286
N 2.68697 -0.22854 -0.51270
N -2.80084 -5.04691 3.73285
N -3.64773 -0.36281 2.44529
N 3.31205 -0.18441 0.68634
N 1.14338 -0.33333 -2.60345
N -1.33490 2.85437 0.23286
N -3.33079 1.98820 0.33512
N 0.69893 2.32831 -0.87191
C 2.40465 -0.78452 -2.74313
C -2.11218 1.81105 -0.18134
C 1.54893 4.95590 -0.67559
C -3.34314 3.12905 1.10938
C 1.93515 -1.56058 -4.95631
C -0.07011 3.24059 -0.27577
C -1.34895 -3.89100 2.10641
C -1.01502 -2.76227 1.36550
C 3.28031 -0.65837 -1.55912
C 2.83000 -1.40164 -3.90479
C -1.77793 -1.61726 1.49328
C 2.32945 4.01927 -1.33795
C -3.21891 -2.70470 3.09763
C -2.85955 -1.59696 2.35252
C 0.64562 -1.08903 -4.80954
C 1.86189 2.72803 -1.40788
C 2.62655 0.15801 1.80442
C -2.11946 3.67247 1.05395
C 0.33047 4.56729 -0.15585
C 0.29051 -0.48401 -3.61366
C -4.45734 1.09081 0.12790
C -2.44183 -3.84017 2.95210
C 0.16305 -2.80248 0.43594
C 4.71807 -1.05343 -1.62211
H -4.70681 1.03772 -0.93028
H 1.87087 5.98366 -0.57944
H 2.80657 0.29969 3.81103
H 4.82354 -2.13217 -1.47612
H -0.08682 -1.19116 -5.59697
H -0.71187 -0.10841 -3.46737
H -0.76262 -4.79557 2.02261
H -1.74219 4.53374 1.57002
H -1.56099 -0.72882 0.92579
H -0.30648 5.29954 0.31323
H -5.30890 1.46958 0.68393
H 4.23448 -0.25371 3.01986
H 2.24718 -2.04746 -5.86999
H -4.07192 -2.69491 3.76082
H 3.27167 4.29031 -1.79128
H -4.21609 3.44835 1.65054
H 5.31903 -0.53933 -0.87363
H 4.23010 -0.59766 0.77579
H 2.42274 1.96219 -1.92547
H 5.14027 -0.80863 -2.59363
H 3.83749 -1.77890 -3.99457
H -4.20462 0.09236 0.48067



(5)
20
Properties=species:S:1:pos:R:3 method="wB97M-V/def2-TZVPD" de_lowest_kcal_mol=77.3 e_homo_ev=-14.1 homo_lumo_gap_ev=10.732 smiles="N[C@H]([NH3+])CCN1NC1=O" lumo_ev=-3.37 charge=+1
O 3.61053 1.07030 -0.46882
N 1.57959 -0.14887 0.23993
N -2.68562 0.53472 -0.22536
N 2.76300 -0.94719 0.51335
N -0.91067 0.31747 1.44106
C 0.89809 -0.65935 -0.93215
C -1.47522 -0.09351 0.04552
C 2.83354 0.28038 -0.02897
C -0.39267 0.13887 -1.13152
H -1.56031 -0.16014 2.07017
H -0.13679 1.24197 -1.05676
H -0.83772 1.35156 1.66567
H -0.99488 -0.19051 -1.97663
H -2.64892 1.36487 -0.74381
H 0.70740 -1.71662 -0.81866
H 0.16240 0.09409 1.52194
H -3.57366 0.30400 0.29504
H 1.30436 -0.41477 -1.87642
H -1.66385 -1.23954 -0.06052
H 3.02140 -1.12773 1.52694



(6)
24
Properties=species:S:1:pos:R:3 method="wB97M-V/def2-TZVPD" de_lowest_kcal_mol=0.0 e_homo_ev="-7.9 / -7.9" homo_lumo_gap_ev="5.580 / 5.707" lumo_ev="-2.32 / -2.15" multiplicity=2 s2=1.17
Re 1.65283 -0.92210 0.03141
Sb 4.46038 -2.24725 2.08265
Se 1.95670 -1.24412 2.26631
Se 3.71829 -1.74434 -0.45623
Se 6.04310 -0.63378 2.73466
Se 4.31819 -4.55418 2.52194
P -0.16105 1.24759 -1.55715
P -1.59925 -0.92562 -0.49726
O -2.45375 -1.15624 -1.77769
O -2.66233 1.43380 -0.58713
O -0.09593 2.83799 -1.48107
O 1.19319 0.72701 -1.02981
O -0.66572 0.72550 -2.84524
O -0.22232 -1.51646 -0.61459
O -2.39310 -1.57146 0.68671
C -0.98711 1.24808 1.17451
C -1.40403 0.86840 -0.24483
H -1.10253 2.32718 1.28199
H -1.61941 0.75592 1.91267
H -3.34024 -1.69718 0.54854
H -2.08679 -0.60613 -2.51164
H 0.05403 1.00923 1.39051
H -0.04949 3.24936 -2.35313
H -2.55367 2.38880 -0.67612



(7)
69
Properties=species:S:1:pos:R:3 method="wB97M-V/def2-TZVPD" de_lowest_kcal_mol=0.0 e_homo_ev="-2.7 / -2.7" homo_lumo_gap_ev="4.539 / 4.542" lumo_ev="1.87 / 1.87" charge=-1
Ge -2.66112 1.19662 -1.85379
Al 0.00861 -0.34828 0.02814
O -1.81687 -0.88413 0.10047
O 0.34169 -1.18956 -1.63826
O 1.87935 -1.48776 -3.25521
O -7.42330 -3.38147 1.15351
O 0.30073 -0.70817 1.86742
O 1.79323 -0.77496 3.51419
O -2.10093 1.36168 0.85817
O -7.78855 -1.38109 1.83494
N -7.05848 -2.23707 1.36824
N 1.82778 0.02206 -0.00250
C 2.48947 -0.53369 -1.12298
C -4.80305 -2.93183 0.69841
C -1.18733 -1.44132 -4.84869
C -2.80497 5.41129 -1.15742
C 1.52221 -0.60608 2.20980
C -3.49300 -2.55030 0.39194
C -0.60043 4.85347 -1.90860
C 2.47073 -0.28386 1.21528
C 3.84617 -0.36407 1.24898
C -3.93124 -0.17545 0.97714
C -1.63949 0.66657 -0.22821
C -1.78624 0.48113 -3.48538
C -1.51217 5.80180 -1.46868
C 4.57433 -0.36256 0.04836
C -1.70358 -0.90020 -3.67964
C -6.86940 1.25042 -2.49472
C -0.73295 -0.60500 -5.86186
C -2.30120 3.12379 -1.78042
C -7.21237 -0.09350 -2.47207
C -3.47765 1.11898 1.05796
C -3.09050 -1.25050 0.52580
C -0.82163 0.76733 -5.69826
C -5.27601 -0.58470 1.23765
C -5.64604 -1.89956 1.09965
C -0.99361 3.53123 -2.05501
C -4.53651 0.69498 -2.14020
C -4.89700 -0.65152 -2.15361
C -1.35401 1.29851 -4.52810
C -3.19011 4.08511 -1.30376
C 3.86313 -0.60261 -1.14072
C -5.54598 1.63687 -2.33417
C 1.56332 -1.09880 -2.01602
C -6.21850 -1.04534 -2.31013
H 4.37657 -0.95580 -2.02674
H -2.02924 -1.57436 -2.89814
H -5.30956 2.69175 -2.36690
H -6.46936 -2.09835 -2.27807
H -0.25768 2.80094 -2.37172
H 1.04175 -1.61192 -3.73607
H -1.15445 -2.51812 -4.97647
H -1.43167 2.37454 -4.43408
H -2.77760 -3.27880 0.02912
H 5.65116 -0.44868 0.06587
H 0.42151 5.13936 -2.12515
H -8.24687 -0.39599 -2.57554
H -0.48388 1.43020 -6.48521
H -4.18982 3.79926 -1.00564
H -0.32694 -1.02260 -6.77474
H -3.51603 6.13843 -0.78416
H -5.14952 -3.94762 0.62276
H -4.01592 1.94605 1.49158
H -7.63522 2.00422 -2.63344
H -4.14999 -1.42032 -2.01268
H -6.01455 0.14681 1.52987
H 2.73992 -0.65910 3.65206
H 4.37413 -0.53377 2.18268
H -1.21025 6.83503 -1.34898



(8)
60
Properties=species:S:1:pos:R:3 method="wB97M-V/def2-TZVPD" de_lowest_kcal_mol=0.0 e_homo_ev=-5.2 homo_lumo_gap_ev=7.553 lumo_ev=2.38 charge=-1
Ir 0.00498 -0.02258 0.01728
O -0.62492 1.25210 2.44986
O 2.55168 -2.72431 1.81650
O -3.45197 -1.56030 -1.60371
O 2.22872 2.68713 -1.28135
O -1.99337 -0.43518 1.92428
O 0.42326 1.90047 -0.54561
N 1.75964 -0.75706 0.87767
N -1.74587 -0.07138 -1.10458
N -0.46002 -1.91105 0.20806
N 1.57436 2.49515 -0.29882
C -2.54423 1.74452 -4.22392
C 0.39035 -2.71192 0.84684
C -2.09167 0.75105 -3.36462
C -2.82969 2.08708 -1.47377
C 0.05042 -4.03555 1.05289
C -1.44293 -0.48876 -3.90907
C -1.63440 -2.30813 -0.28072
C 5.02130 0.87313 0.32532
C -2.39519 -1.25050 -1.05690
C -2.24347 0.92788 -1.98526
C 3.27233 0.37428 2.44239
C 5.32270 1.33417 1.59551
C 3.84932 0.16532 0.08875
C -2.71731 -0.14174 3.11679
C 2.33119 0.10926 3.58056
C -1.17493 -4.48284 0.57422
C 4.45231 1.08015 2.64339
C -2.02675 -3.62145 -0.10841
C 3.51453 -0.33725 -1.28632
C -3.27185 3.06066 -2.36240
C 2.97603 -0.06937 1.15166
C -2.97696 2.28108 0.00634
C 1.69287 -2.05026 1.25167
C -3.13335 2.89677 -3.73016
C -0.92409 0.37253 1.68697
H 1.40392 0.66744 3.45041
H -2.42256 1.61088 -5.29305
H 4.30944 -0.08581 -1.98860
H -3.72924 3.96068 -1.96689
H -1.26020 -0.38650 -4.97895
H -1.46510 -5.51492 0.72617
H -2.07946 -1.36084 -3.74583
H 2.59280 0.12104 -1.65701
H -0.48723 -0.67998 -3.41562
H 6.23397 1.89354 1.76934
H -3.43706 -0.94865 3.23245
H -3.47719 3.66764 -4.40910
H -2.97847 -3.93353 -0.51471
H -3.63474 3.12540 0.21677
H -3.23538 0.81381 3.02446
H -2.04979 -0.09491 3.97656
H 4.68722 1.43433 3.64108
H 2.08478 -0.95185 3.64067
H 2.78871 0.40626 4.52536
H 5.69414 1.07123 -0.50106
H 0.74882 -4.67489 1.57403
H -2.00606 2.47958 0.46324
H -3.39172 1.38771 0.47602
H 3.37739 -1.42081 -1.28708